Computed, not measured: 2 unconnected molecules or ions with the total composition C5H14 at a distorted geometry, with ωB97M-V/def2-TZVPD.

HOMO level in eV: -10.7
Kohn-Sham gap in eV: 11.8
Energy above the lowest of the compared OMol25 structures with the same formula, charge and spin in kcal/mol: 41.0
DFT total energy in a.u.: -198.8238
Structure (SMILES): CCC.CC

The geometry in ORCA input format:
```
! wB97M-V def2-TZVPD RIJCOSX def2/J DEFGRID3
* xyz 0 1
C -0.607 -1.182 -1.595
C -1.142 -1.613 -0.234
C -0.614 -2.896 0.496
H 0.216 -0.512 -1.726
H -0.091 -2.127 -2.071
H -1.386 -0.790 -2.198
H -2.301 -1.575 -0.361
H -0.910 -0.856 0.550
H 0.368 -3.211 0.085
H -1.400 -3.522 0.577
H -0.423 -2.542 1.491
C 0.305 2.520 0.928
C 1.806 2.741 0.369
H 0.150 2.311 1.996
H -0.189 3.344 0.432
H -0.097 1.600 0.392
H 1.871 3.647 -0.243
H 1.987 1.727 -0.140
H 2.457 2.935 1.252
*
```